1.
77
Properties=species:S:1:pos:R:3:forces:R:3 method="wB97M-V/def2-TZVPD" charge=+1 homo_ev=-11.28
Be -2.85275 -2.57687 -2.84028 0.659 0.351 0.484
B 0.44804 -0.31177 -1.22892 0.720 1.309 1.081
F -0.84996 -0.33661 -0.75732 -2.033 0.126 0.367
F 0.47648 -1.00713 -2.38430 0.093 -1.364 -2.076
F 0.89837 1.00071 -1.42383 -0.213 0.630 -0.374
F 1.24522 -0.84955 -0.25025 0.943 -1.007 0.818
N -0.33231 -5.58310 -0.71008 1.491 -1.322 1.143
C -0.91699 -6.54637 0.02414 0.323 -0.067 -0.604
C -0.22244 -7.39653 0.90645 0.450 0.171 -0.443
C 1.13843 -7.21507 1.08303 0.347 0.875 -0.129
C 1.78442 -6.16026 0.41289 -1.045 -0.926 -0.429
C 1.02279 -5.48134 -0.53745 -1.207 1.068 0.004
H -1.95858 -6.72942 -0.19491 -0.249 0.186 0.307
H -0.67421 -8.23329 1.41841 -0.463 0.163 -0.070
H 1.69420 -7.88273 1.72470 0.039 0.021 0.118
H 2.84610 -5.97275 0.47678 -0.011 -0.052 0.062
H 1.48791 -4.75305 -1.18527 0.155 0.086 -0.057
C -1.14512 2.45469 -6.99055 0.243 0.828 0.331
C -2.35456 2.00071 -6.22077 0.426 -1.642 1.431
O -2.38980 0.87309 -5.71658 -0.047 1.621 -0.833
C -3.50780 2.94727 -6.06713 -0.797 -0.014 0.753
H -1.08618 3.54182 -6.93795 -0.291 0.117 -0.394
H -1.21977 2.13740 -8.03067 0.150 -0.047 0.044
H -0.21058 2.15159 -6.51846 -0.204 -0.696 -0.166
H -4.16772 2.63584 -5.25743 -0.144 -0.712 -0.332
H -4.04085 2.92717 -7.01768 -0.162 0.306 0.002
H -3.32086 3.96711 -5.73085 0.798 0.116 -0.743
C 3.06932 4.79862 -4.00754 0.552 0.973 0.065
C 2.15021 5.92325 -3.58529 -0.248 1.436 0.141
O 2.52123 7.02066 -3.18729 0.009 -1.699 -0.571
C 0.65940 5.65613 -3.66868 -0.228 0.314 1.015
H 4.08933 5.14619 -3.84359 0.029 -0.296 0.239
H 2.98263 4.67596 -5.08714 -0.310 -0.294 -0.016
H 2.83575 3.88220 -3.46562 0.030 0.003 -0.169
H 0.16353 6.44360 -3.10115 -0.003 0.147 -0.221
H 0.46431 4.74559 -3.10217 -0.134 -0.364 -0.422
H 0.24081 5.64213 -4.67501 0.292 -0.279 -0.033
C 0.45324 -1.24581 6.18948 0.146 0.357 -0.120
C 0.78968 -2.69271 5.99395 -1.160 -1.262 1.025
O 0.94706 -3.43098 6.93762 0.422 0.178 0.259
C 0.71130 -3.31942 4.62674 0.553 0.965 -0.631
H 0.30015 -0.97655 7.23454 0.137 -0.314 -0.055
H -0.46142 -1.03518 5.63529 0.040 0.147 -0.151
H 1.26337 -0.63672 5.78847 -0.067 0.158 -0.166
H 0.64899 -2.50045 3.91015 0.020 -0.266 -0.423
H -0.14550 -3.98179 4.50324 -0.001 0.084 0.312
H 1.62675 -3.88925 4.46757 -0.089 -0.037 -0.093
C 5.48929 1.68634 -0.16975 -0.066 -0.092 -1.234
C 6.18589 1.27189 1.06992 0.583 -0.148 1.059
O 6.89951 2.03462 1.67810 -0.238 -0.250 -0.103
C 5.99638 -0.17180 1.51516 -0.429 0.224 0.450
H 5.43257 0.84620 -0.86188 -0.070 -0.129 0.045
H 6.06733 2.46551 -0.66660 -0.275 0.214 0.215
H 4.45770 1.98254 0.02051 0.059 0.173 0.158
H 6.43528 -0.38315 2.49025 0.562 0.131 -0.354
H 6.34996 -0.80676 0.70281 0.040 -0.185 0.221
H 4.93662 -0.36205 1.68486 -0.245 0.043 -0.492
C -4.65500 -4.08119 3.24990 -0.356 -0.603 -0.509
C -4.32031 -2.98701 2.24556 0.621 -0.788 1.191
O -4.19770 -3.21431 1.07345 -0.099 -0.527 -0.945
C -4.10001 -1.60708 2.74727 -0.865 0.757 -0.441
H -4.12126 -4.08175 4.20029 0.006 0.558 -0.105
H -4.54228 -5.07659 2.82031 0.176 0.145 -0.265
H -5.72615 -3.99315 3.43149 -0.115 0.181 0.326
H -4.67418 -1.36911 3.64270 0.466 -0.178 0.237
H -4.52019 -0.99803 1.94689 0.307 0.396 0.034
H -3.02848 -1.41630 2.80661 -0.069 0.059 0.269
C -2.79597 4.09022 0.53122 -0.626 0.267 -0.479
C -2.12840 4.64994 1.75398 0.038 -0.027 1.419
O -2.16054 5.83688 1.99366 0.144 -0.692 -0.250
C -1.45563 3.67545 2.77062 -0.057 0.320 -0.762
H -3.24034 4.92406 -0.01223 0.323 0.029 -0.171
H -3.65603 3.47572 0.79729 0.167 -0.304 0.350
H -2.14322 3.49754 -0.10966 0.139 0.036 0.156
H -0.97828 2.86598 2.21835 0.325 0.129 -0.031
H -2.14839 3.16562 3.44015 -0.450 0.347 -0.120
H -0.75982 4.25273 3.37947 0.041 -0.158 -0.150


2.
65
Properties=species:S:1:pos:R:3:forces:R:3 method="wB97M-V/def2-TZVPD" charge=+1 homo_ev=-10.21 e_above_lowest_kj_mol=159.44
C 4.36012 -0.04483 -2.70901 0.231 0.020 -0.008
Si 2.79278 -0.14792 -3.70359 -0.700 0.054 0.253
C 2.55371 1.29852 -4.85049 0.054 0.130 -0.074
C 2.63697 -1.75564 -4.62597 0.059 -0.116 -0.077
O 1.58115 -0.10383 -2.42981 0.861 -0.018 -0.676
C 0.28253 -0.19045 -2.63927 -0.859 0.907 1.865
C -0.62270 -0.08793 -1.58035 1.648 1.090 -2.536
C -2.03273 -0.21243 -1.97590 -1.153 0.391 -0.302
C -2.20169 -1.03399 -3.26346 -0.520 0.258 0.638
C -1.46159 -0.28470 -4.32359 0.916 0.023 0.204
O -0.03038 -0.25136 -3.92457 -0.571 -0.794 -0.988
H 5.20958 0.15536 -3.37422 -0.122 -0.025 0.103
H 4.33051 0.75725 -1.96445 -0.063 -0.005 -0.139
H 4.57956 -0.98093 -2.18626 -0.075 0.026 -0.138
H 3.40941 1.36196 -5.54086 -0.200 0.015 0.187
H 1.64514 1.18558 -5.45683 0.238 -0.009 0.190
H 2.48800 2.24997 -4.30722 0.042 -0.171 -0.106
H 3.46399 -1.82938 -5.34867 -0.185 -0.057 0.171
H 2.69177 -2.62259 -3.95569 0.035 0.131 -0.129
H 1.69363 -1.81329 -5.18466 0.259 0.064 0.148
H -0.31885 0.66862 -0.84787 -0.122 -0.445 -0.381
H -2.62343 -0.63358 -1.16479 -0.257 -0.118 -0.076
H -2.40849 0.81081 -2.17415 -0.368 -0.461 0.089
H -1.81537 -2.05230 -3.11735 -0.003 0.212 -0.217
H -3.26090 -1.10478 -3.53679 0.173 -0.022 0.077
H -1.50944 -0.74244 -5.31547 0.307 0.082 0.225
H -1.79465 0.76013 -4.38202 0.064 -0.268 -0.051
C 4.17922 -1.12430 0.87700 0.477 -0.212 -0.257
N 2.84690 -0.66293 1.21314 -1.197 -0.507 -1.040
C 1.70992 -0.96573 0.52842 1.275 0.093 0.642
C 0.60546 -0.39221 1.16203 -1.361 0.118 -0.196
C -0.75234 -0.60286 0.75765 2.296 -2.615 2.429
C -1.77145 -0.33721 1.74343 -1.426 1.003 0.752
C -1.72204 -0.71347 3.10318 -0.125 0.656 -0.867
N -2.88373 -0.38621 3.73353 0.249 -0.190 -0.602
C -3.12999 -0.56167 5.15155 0.133 -0.246 0.374
C -3.75380 0.21694 2.82375 0.699 0.041 -0.040
C -3.07748 0.30904 1.57552 -0.155 -0.324 0.789
C -3.68746 1.06350 0.57495 -0.421 0.158 -0.284
C -4.98271 1.56158 0.77217 0.429 -0.025 -0.075
C -5.64709 1.41436 2.00077 0.500 -0.591 0.472
C -5.01792 0.74090 3.06295 -0.359 0.358 -0.650
C 1.13497 0.37832 2.29409 0.774 -0.088 -0.238
C 2.53518 0.14769 2.30194 -0.632 0.002 0.448
C 3.38454 0.59634 3.30716 -0.193 0.239 0.335
C 2.81062 1.33423 4.35185 -0.143 -0.286 -0.390
C 1.43464 1.63780 4.32641 -0.024 -0.179 -0.495
C 0.60425 1.20200 3.27797 0.123 0.488 0.692
H 4.86226 -0.85018 1.68780 -0.181 -0.160 -0.320
H 4.18844 -2.21650 0.75494 -0.034 0.333 0.122
H 4.53203 -0.67059 -0.06142 -0.166 -0.055 0.435
H 1.72715 -1.56020 -0.37903 0.075 0.133 0.204
H -0.94478 -1.45137 0.08445 0.093 0.994 0.096
H -0.91619 -1.18415 3.66071 -0.218 0.039 -0.258
H -4.12527 -0.18278 5.38978 0.235 -0.121 0.001
H -3.07153 -1.62233 5.42980 -0.108 0.262 -0.098
H -2.38817 -0.01035 5.74848 -0.257 -0.093 -0.237
H -3.13506 1.27630 -0.33882 -0.435 -0.049 0.212
H -5.48724 2.08035 -0.04680 0.254 -0.065 0.322
H -6.64366 1.82914 2.13606 0.222 -0.120 -0.037
H -5.48958 0.61151 4.03404 -0.033 0.197 -0.257
H 4.44436 0.34398 3.28417 -0.280 0.224 0.170
H 3.42606 1.67083 5.19060 -0.220 -0.121 -0.367
H 1.00206 2.20974 5.14616 0.121 -0.017 -0.284
H -0.43920 1.51467 3.22298 0.326 -0.168 0.245


3.
21
Properties=species:S:1:pos:R:3:forces:R:3 method="wB97M-V/def2-TZVPD" homo_ev=-8.28 smiles=CCSSCCN.O e_above_lowest_kj_mol=147.72
C 2.73819 -0.52762 -0.99542 1.575 -0.153 -0.547
C 1.78325 0.61234 -1.20401 0.954 1.764 -1.296
S 1.01461 1.13126 0.32157 0.792 -0.508 0.989
S -0.81664 1.69461 -0.09556 -2.167 0.586 -0.143
C -1.98682 0.36531 0.52209 2.406 0.169 -0.388
C -1.87615 -0.00812 2.04748 -1.512 0.574 -2.481
N -1.61552 1.13434 2.86186 0.082 -1.693 0.978
H 2.98131 -0.76319 0.03395 -0.226 0.086 0.339
H 2.49927 -1.46873 -1.51127 -0.138 0.498 0.104
H 3.65628 -0.08393 -1.40958 0.197 -1.028 0.046
H 2.41786 1.51186 -1.59379 -1.311 -1.343 0.751
H 1.09929 0.39530 -2.01391 -0.520 -0.002 0.166
H -2.96127 0.68251 0.18856 -0.408 0.428 0.214
H -1.72596 -0.46946 -0.10521 -0.118 -0.737 -0.104
H -2.90936 -0.43740 2.03968 0.503 0.021 1.493
H -1.17050 -0.83527 2.18809 -0.033 0.549 0.146
H -2.08370 1.99890 2.72752 -0.020 0.339 -0.259
H -0.72230 1.12010 3.31200 -0.005 0.483 0.006
O 0.18558 -1.88649 -2.50845 1.272 0.520 -0.382
H -0.23755 -2.49931 -3.10876 -0.663 -0.046 0.557
H -0.26986 -1.66701 -1.69684 -0.662 -0.507 -0.191